{"formula": "C35H33Cl5N9O3PV", "method": "the ωB97M-V functional and the def2-TZVPD basis", "symbols": ["V", "Cl", "C", "C", "Cl", "C", "Cl", "C", "O", "C", "Cl", "C", "Cl", "N", "P", "C", "C", "C", "C", "C", "C", "C", "C", "C", "C", "C", "C", "C", "C", "C", "C", "C", "N", "H", "H", "H", "H", "H", "H", "H", "H", "H", "H", "H", "H", "H", "H", "H", "C", "N", "C", "C", "N", "N", "C", "N", "N", "H", "H", "H", "H", "H", "H", "H", "H", "H", "H", "H", "N", "C", "C", "C", "C", "C", "N", "C", "H", "H", "H", "H", "C", "C", "O", "O", "H", "H", "H"], "positions_angstrom": [[0.45, 0.17, 0.20], [3.55, 3.05, 6.43], [2.88, 2.50, 4.96], [3.69, 1.85, 4.02], [5.34, 1.58, 4.35], [3.14, 1.41, 2.83], [4.11, 0.55, 1.69], [1.79, 1.63, 2.52], [1.33, 1.18, 1.34], [0.98, 2.24, 3.48], [-0.71, 2.45, 3.22], [1.53, 2.68, 4.69], [0.53, 3.44, 5.85], [0.84, 1.35, -2.83], [1.69, 0.14, -2.02], [3.43, 0.57, -2.21], [3.87, 1.70, -1.54], [5.17, 2.15, -1.70], [6.03, 1.45, -2.54], [5.60, 0.32, -3.22], [4.29, -0.12, -3.06], [1.40, -1.39, -2.92], [2.17, -2.51, -2.63], [1.91, -3.72, -3.25], [0.88, -3.81, -4.18], [0.12, -2.69, -4.49], [0.37, -1.48, -3.85], [-0.04, 2.19, -2.18], [-0.66, 3.23, -2.88], [-1.53, 4.06, -2.21], [-1.76, 3.85, -0.85], [-1.12, 2.81, -0.24], [-0.27, 1.98, -0.88], [1.09, 1.61, -3.78], [3.20, 2.25, -0.88], [5.51, 3.03, -1.18], [7.05, 1.80, -2.67], [6.27, -0.21, -3.88], [3.95, -0.99, -3.62], [3.00, -2.44, -1.93], [2.52, -4.59, -3.03], [0.69, -4.75, -4.68], [-0.67, -2.76, -5.22], [-0.23, -0.62, -4.09], [-0.45, 3.37, -3.93], [-2.02, 4.87, -2.74], [-2.43, 4.49, -0.30], [-1.25, 2.61, 0.81], [-1.84, -3.43, 3.66], [-1.64, -2.04, 3.26], [-2.41, -1.00, 3.95], [-0.73, -1.68, 2.34], [-0.67, -0.51, 1.80], [0.21, -2.66, 2.05], [1.33, -2.53, 1.29], [2.18, -3.56, 1.33], [1.56, -1.46, 0.57], [-2.80, -3.51, 4.16], [-1.07, -3.78, 4.36], [-1.88, -4.08, 2.78], [-2.81, -1.43, 4.86], [-3.22, -0.62, 3.34], [-1.75, -0.18, 4.23], [-1.50, 0.05, 2.00], [0.07, -3.56, 2.48], [2.09, -4.30, 2.01], [3.01, -3.56, 0.76], [2.50, -1.45, 0.21], [-5.57, 4.42, -0.58], [-5.47, 3.33, -0.22], [-5.26, 1.97, 0.19], [-6.10, 0.93, -0.18], [-5.76, -0.35, 0.22], [-4.59, -0.54, 0.94], [-3.78, 0.45, 1.30], [-4.13, 1.68, 0.95], [-7.00, 1.12, -0.75], [-6.39, -1.20, -0.03], [-4.28, -1.54, 1.22], [-3.50, 2.50, 1.29], [-2.75, -1.36, -1.99], [-1.75, -1.59, -0.89], [-1.81, -2.49, -0.09], [-0.78, -0.66, -0.85], [-3.31, -2.27, -2.18], [-2.25, -1.01, -2.90], [-3.44, -0.57, -1.67]], "e_tot_ev": -153964.336, "total_charge": 2, "lumo_ev": [-6.708, -6.012], "e_homo_ev": [-13.43, -13.45], "orbital_gap_ev": [6.72, 7.44], "multiplicity": 2}

---

{"formula": "C35H33GeIN4O5Pb", "method": "the ωB97M-V functional and the def2-TZVPD basis", "symbols": ["Pb", "C", "C", "N", "C", "C", "C", "O", "C", "C", "N", "C", "C", "C", "C", "C", "C", "I", "C", "O", "H", "H", "H", "H", "H", "H", "H", "H", "H", "H", "H", "H", "N", "C", "C", "O", "N", "C", "C", "O", "O", "H", "H", "H", "H", "H", "H", "C", "Ge", "C", "C", "C", "C", "C", "C", "C", "C", "C", "C", "C", "C", "C", "C", "C", "C", "H", "H", "H", "H", "H", "H", "H", "H", "H", "H", "H", "H", "H", "H", "H"], "positions_angstrom": [[0.61, -2.74, 0.06], [3.33, -0.23, -2.93], [3.66, 0.25, -1.57], [4.35, 1.36, -1.41], [4.55, 1.79, -0.16], [4.06, 1.18, 1.03], [4.29, 1.90, 2.34], [3.06, 2.27, 2.95], [3.34, 0.02, 0.93], [2.77, -0.55, 2.19], [1.72, -1.26, 2.26], [1.14, -1.42, 3.55], [1.13, -0.34, 4.43], [0.52, -0.41, 5.67], [-0.12, -1.57, 6.06], [-0.13, -2.66, 5.21], [0.48, -2.59, 3.97], [0.44, -4.41, 2.92], [3.16, -0.53, -0.41], [2.63, -1.63, -0.65], [3.95, 0.28, -3.66], [2.28, 0.00, -3.14], [3.43, -1.31, -3.02], [5.12, 2.71, -0.08], [4.92, 2.77, 2.17], [4.81, 1.26, 3.05], [2.70, 3.03, 2.49], [3.26, -0.22, 3.10], [1.59, 0.59, 4.11], [0.53, 0.46, 6.31], [-0.61, -1.63, 7.02], [-0.62, -3.58, 5.52], [2.12, -4.60, -0.73], [1.52, -5.21, -1.94], [0.87, -4.16, -2.83], [0.95, -4.29, -4.05], [0.21, -3.18, -2.17], [-0.41, -2.20, -3.06], [-0.59, -0.86, -2.41], [-0.36, 0.19, -2.94], [-1.03, -0.95, -1.12], [2.96, -4.08, -1.00], [2.41, -5.30, -0.07], [0.74, -5.91, -1.62], [2.25, -5.76, -2.53], [-1.41, -2.53, -3.39], [0.18, -2.06, -3.97], [-3.73, -1.52, -0.26], [-2.55, -0.02, -0.56], [-2.05, 0.79, 1.12], [-0.81, 1.36, 1.39], [-0.60, 2.08, 2.56], [-1.63, 2.20, 3.49], [-2.85, 1.60, 3.25], [-3.07, 0.91, 2.07], [-3.19, 1.11, -1.97], [-4.31, 0.63, -2.62], [-4.88, 1.33, -3.71], [-4.30, 2.49, -4.15], [-3.14, 3.01, -3.51], [-2.53, 4.19, -3.99], [-1.41, 4.69, -3.38], [-0.87, 4.03, -2.26], [-1.44, 2.88, -1.79], [-2.59, 2.33, -2.41], [-4.77, -1.21, -0.16], [-3.44, -2.02, 0.66], [-3.65, -2.22, -1.09], [0.01, 1.26, 0.68], [0.35, 2.55, 2.74], [-1.47, 2.77, 4.40], [-3.65, 1.69, 3.98], [-4.04, 0.46, 1.88], [-4.77, -0.30, -2.31], [-5.76, 0.94, -4.20], [-4.72, 3.03, -4.99], [-2.96, 4.70, -4.84], [-0.95, 5.59, -3.76], [0.01, 4.43, -1.78], [-1.01, 2.38, -0.94]], "e_tot_ev": -122888.003, "total_charge": 1, "lumo_ev": [-3.547, -5.833], "e_homo_ev": [-10.29, -10.29], "orbital_gap_ev": [6.74, 4.46], "multiplicity": 2}

---

{"formula": "C35H34AlClNO6PS3Si2", "method": "the ωB97M-V functional and the def2-TZVPD basis", "symbols": ["Al", "C", "Si", "C", "C", "C", "C", "C", "C", "C", "Si", "C", "C", "H", "H", "H", "H", "H", "H", "H", "H", "H", "H", "H", "H", "H", "H", "H", "H", "Cl", "C", "C", "C", "C", "C", "C", "P", "C", "C", "C", "C", "C", "C", "C", "C", "C", "C", "C", "C", "H", "H", "H", "H", "H", "H", "H", "H", "H", "H", "H", "H", "H", "H", "O", "C", "N", "S", "O", "O", "C", "C", "C", "C", "C", "C", "H", "H", "H", "H", "O", "S", "O", "O", "S"], "positions_angstrom": [[0.87, -1.44, 0.61], [0.91, 1.62, 2.74], [-0.29, 0.52, 1.69], [-1.58, 1.89, 1.12], [-1.33, -0.36, 3.08], [-1.84, 0.39, 4.13], [-2.51, -0.19, 5.20], [-2.66, -1.56, 5.24], [-2.15, -2.32, 4.20], [-1.50, -1.75, 3.11], [-0.80, -2.93, 1.74], [-0.06, -4.40, 2.81], [-2.36, -3.78, 0.96], [0.43, 2.49, 3.19], [1.75, 1.96, 2.14], [1.32, 1.01, 3.54], [-1.97, 2.47, 1.96], [-2.44, 1.43, 0.64], [-1.14, 2.58, 0.41], [-1.70, 1.46, 4.14], [-2.91, 0.43, 6.00], [-3.16, -2.04, 6.07], [-2.25, -3.40, 4.24], [-0.81, -4.99, 3.34], [0.63, -3.99, 3.53], [0.49, -5.09, 2.17], [-2.78, -4.60, 1.54], [-2.06, -4.18, -0.01], [-3.14, -3.05, 0.78], [2.50, 0.99, -1.78], [1.90, 1.28, -3.38], [2.79, 1.48, -4.42], [2.32, 1.75, -5.70], [0.96, 1.79, -5.94], [0.07, 1.60, -4.90], [0.53, 1.35, -3.61], [-0.62, 1.20, -2.17], [-1.52, 2.77, -2.56], [-0.74, 3.91, -2.37], [-1.29, 5.18, -2.41], [-2.65, 5.33, -2.65], [-3.44, 4.21, -2.84], [-2.88, 2.94, -2.79], [-1.83, -0.02, -2.80], [-1.66, -0.82, -3.92], [-2.65, -1.73, -4.28], [-3.78, -1.88, -3.50], [-3.92, -1.14, -2.34], [-2.95, -0.22, -1.99], [3.85, 1.44, -4.22], [3.03, 1.90, -6.50], [0.59, 1.98, -6.94], [-0.99, 1.64, -5.08], [0.31, 3.78, -2.17], [-0.67, 6.05, -2.26], [-3.10, 6.32, -2.66], [-4.50, 4.33, -3.02], [-3.51, 2.07, -2.94], [-0.76, -0.75, -4.51], [-2.51, -2.33, -5.16], [-4.55, -2.59, -3.79], [-4.77, -1.29, -1.69], [-3.03, 0.34, -1.07], [1.43, -1.51, 2.52], [2.56, -1.07, 2.17], [2.67, -0.63, 0.90], [4.16, 0.04, 0.68], [4.91, -0.60, -0.37], [4.11, 1.48, 0.61], [4.80, -0.39, 2.29], [6.00, -0.15, 2.90], [6.16, -0.51, 4.24], [5.07, -1.03, 4.96], [3.86, -1.25, 4.36], [3.72, -0.96, 2.99], [6.81, 0.31, 2.35], [7.11, -0.36, 4.73], [5.20, -1.24, 6.01], [3.00, -1.63, 4.90], [-0.62, -3.21, -1.66], [0.53, -2.34, -1.62], [1.51, -2.79, -0.51], [0.14, -0.97, -1.07], [1.39, -2.25, -3.33]], "e_tot_ev": -127296.157, "total_charge": -2, "lumo_ev": 3.950, "e_homo_ev": -1.01, "orbital_gap_ev": 4.96}

---

no.,F_max (Eh/bohr)
1,0.0104
2,0.0209
3,0.0626